Computed, not measured: a structure of composition C20H29AuN4O3S2 in a non-equilibrium geometry, with ωB97M-V/def2-TZVPD.

Structure (XYZ):
```
59
Properties=species:S:1:pos:R:3:forces:R:3:mulliken_spin:R:1
Au -0.249469 0.986893 -1.736957 0.10 0.99 -0.14 0.44
C 4.964463 -1.280518 3.995269 0.14 0.18 0.20 0.00
C 3.620441 -0.876138 3.483238 -0.19 -0.07 -0.17 0.02
C 2.483423 -1.633513 3.782423 0.07 0.03 -0.11 0.00
C 1.245686 -1.285381 3.274251 -0.07 0.02 0.11 0.01
C 1.144597 -0.153016 2.477215 -0.59 0.03 -0.22 0.02
C 2.253700 0.623375 2.160445 -0.01 0.18 0.06 0.00
C 3.481243 0.262070 2.678158 0.01 -0.09 -0.01 -0.01
S -0.446549 0.331498 1.902054 0.50 0.32 0.95 -0.02
O -1.478155 -0.402096 2.570102 0.06 -0.17 -0.17 0.02
O -0.547963 1.752987 1.806182 0.12 -0.04 -0.25 0.01
N -0.396848 -0.158959 0.286951 -0.45 -0.32 -1.02 0.56
C -0.920302 -1.295563 -0.184635 -0.09 -0.39 0.57 0.02
C -1.281104 -2.450982 0.566916 -0.04 0.31 0.08 0.20
C -1.895993 -3.497088 -0.084476 0.00 -0.18 -0.12 -0.06
C -2.116625 -3.424858 -1.455907 -0.01 -0.12 0.28 0.23
C -1.692422 -2.276192 -2.142335 0.16 0.27 0.05 0.02
N -1.108743 -1.272265 -1.532105 -0.02 -0.04 -0.42 0.12
H 4.948325 -2.279236 4.424294 0.02 -0.01 -0.01 0.00
H 5.292722 -0.583644 4.770847 -0.02 -0.04 0.03 0.00
H 5.719356 -1.237123 3.210247 -0.05 -0.06 -0.05 0.00
H 2.569165 -2.502211 4.421614 0.04 -0.01 -0.01 0.00
H 0.356675 -1.851021 3.519928 0.04 -0.02 0.07 0.00
H 2.134064 1.506173 1.544928 0.07 0.04 0.06 0.00
H 4.352401 0.867801 2.462765 0.01 -0.01 -0.03 0.00
H -1.117625 -2.459218 1.631546 0.00 -0.08 0.04 0.02
H -2.201134 -4.369826 0.476986 0.00 -0.02 -0.03 0.00
H -2.587754 -4.236274 -1.992251 0.00 0.01 -0.02 0.00
H -1.823763 -2.176090 -3.212788 0.00 -0.07 -0.01 0.01
C 1.808588 2.306571 -3.505872 0.02 -0.19 0.21 0.02
C 2.505236 0.985742 -3.274464 0.11 0.22 -0.20 0.00
O 1.885474 0.325295 -2.153097 -0.50 0.01 0.08 0.04
C 2.381360 -1.000432 -1.885739 0.31 -0.26 0.28 -0.01
C 3.648656 -0.970324 -1.051724 -0.15 0.14 -0.13 0.01
H 2.245744 2.818004 -4.361950 -0.04 0.02 -0.02 0.00
H 1.899757 2.956574 -2.634521 0.02 0.03 -0.02 0.00
H 0.745433 2.143139 -3.737598 -0.01 0.06 -0.10 0.00
H 3.559539 1.146633 -3.045619 -0.01 -0.07 0.02 0.00
H 2.426002 0.342635 -4.154870 0.01 -0.05 0.06 0.00
H 2.546809 -1.523925 -2.830809 -0.10 0.08 -0.05 0.00
H 1.591444 -1.515431 -1.339479 -0.03 0.02 -0.07 0.01
H 4.451937 -0.447268 -1.568903 0.05 -0.05 0.01 0.00
H 3.975820 -1.991817 -0.859465 0.03 -0.01 0.00 0.00
H 3.465014 -0.476816 -0.097874 0.02 -0.03 0.00 0.00
C -3.441998 3.391861 0.822803 0.22 0.22 0.16 0.00
N -3.941108 2.406147 -0.123346 0.12 -0.14 -0.37 0.03
C -5.156187 1.615947 0.118893 -0.15 -0.06 0.11 0.00
C -5.362027 0.868507 -1.210280 -0.13 -0.03 -0.02 0.00
N -4.093241 1.126854 -1.900174 -0.02 -0.19 0.14 0.01
C -3.368140 2.035193 -1.248911 -0.31 -0.03 0.09 0.00
S -1.882957 2.704857 -1.851905 0.59 -0.38 0.14 0.29
H -4.256181 3.699537 1.473473 -0.06 -0.04 -0.08 0.00
H -3.065883 4.260396 0.287602 -0.06 0.00 0.00 0.00
H -2.636741 2.984885 1.427018 0.06 -0.13 0.07 0.00
H -5.991302 2.268051 0.367189 0.04 0.03 0.00 0.00
H -4.984259 0.941412 0.960350 0.02 0.02 -0.03 0.00
H -6.200931 1.266919 -1.781455 0.06 0.04 -0.03 0.00
H -5.516331 -0.199620 -1.075592 0.00 0.02 0.06 0.00
H -3.941349 0.900886 -2.868563 0.14 0.08 0.00 0.00
```
Positions in Å, forces in eV/Å.

The net charge is +2. Its energy above the lowest of the compared OMol25 structures with the same formula, charge and spin is 16.0 kJ/mol. The HOMO-LUMO gap (spin up / spin down) comes out at 8.90 / 5.16 eV. For the HOMO energy (spin up / spin down), the calculation gives -0.532 / -0.532 Ha. Its expectation value of S² is 2.05. As for the spin multiplicity: 3. For the total energy, the calculation gives -58659.263 eV.

---

Computed, not measured: a structure of composition C20H29B2BeCl4F14N8O4S2 in a non-equilibrium geometry, with ωB97M-V/def2-TZVPD.

Structure (XYZ):
```
84
Properties=species:S:1:pos:R:3:forces:R:3:lowdin_charge:R:1
Be 32.825160 -22.640844 0.439282 -0.05 0.69 0.07 1.07
B 31.293082 -19.184807 -2.782908 -0.05 0.02 -1.99 -1.40
F 31.011936 -19.287529 -1.487286 -0.62 -0.50 2.60 0.18
F 32.070458 -20.254024 -3.239800 0.90 -1.51 0.06 0.15
F 30.146818 -19.209650 -3.569929 -0.84 0.24 -0.18 0.12
F 32.057030 -18.082172 -3.038326 0.60 1.40 -0.26 0.20
B 35.814264 -18.889199 0.109349 0.58 1.03 -0.01 -1.35
F 34.646953 -19.061995 0.869132 -0.88 0.18 0.79 0.13
F 36.948367 -18.946863 0.892533 0.58 -0.05 1.00 0.13
F 35.822105 -19.952830 -0.726869 -0.03 -1.96 -1.67 0.16
F 35.839950 -17.696995 -0.595873 -0.46 0.31 0.02 0.15
C 32.123486 -26.023709 5.796413 0.18 1.48 -0.08 -0.62
F 33.311516 -26.043124 5.187284 -0.56 -0.19 0.38 0.13
F 31.820382 -27.230634 6.257551 0.07 0.81 -0.11 0.16
F 32.172569 -25.089281 6.778845 -0.13 -1.43 -0.80 0.11
S 30.838806 -25.502408 4.439810 -0.86 -1.36 -4.26 0.74
O 31.316912 -26.102224 3.169591 -0.07 1.08 2.65 -0.35
O 29.481049 -25.937731 4.793594 2.46 1.30 0.37 -0.31
N 31.120945 -23.731984 4.110910 -0.08 -3.20 1.42 -0.23
S 30.018214 -23.068627 5.025961 -3.37 2.81 2.73 0.60
O 28.753849 -22.845223 4.284758 2.01 -0.50 1.12 -0.30
O 29.886163 -23.582568 6.437619 0.69 0.95 -3.37 -0.32
C 30.747138 -21.247035 5.265358 -1.07 -2.02 -0.41 -0.69
F 30.720784 -20.641035 4.092159 -0.44 0.48 -0.03 0.15
F 30.054656 -20.606169 6.203201 -0.08 -0.02 -0.61 0.15
F 31.982076 -21.348465 5.644864 1.45 -0.06 0.63 0.16
C 24.439373 -23.895777 6.880401 -0.49 -0.82 1.00 -0.07
C 23.067026 -24.498998 7.247621 -0.19 0.37 -0.18 -0.24
N 22.025620 -24.954234 7.520092 2.32 0.96 -0.58 0.09
H 25.101078 -23.933662 7.745761 -0.24 -0.42 0.32 0.07
H 24.509200 -22.833934 6.644354 -0.94 -0.14 -0.41 0.07
H 24.956959 -24.491669 6.128678 -0.41 0.06 -0.17 0.07
C 36.605457 -23.189338 6.429752 0.21 -0.68 -0.72 -0.06
C 36.280278 -23.401017 4.975280 0.64 0.97 4.47 -0.27
N 36.035304 -23.541402 3.887215 -0.74 -0.50 -3.03 0.12
H 36.745468 -22.148243 6.720634 -0.07 -0.03 -0.45 0.08
H 37.529367 -23.736465 6.617216 0.14 0.16 0.01 0.07
H 35.875045 -23.637444 7.103411 -0.29 0.05 -0.37 0.07
C 38.349005 -29.098149 7.753172 0.72 0.41 -1.06 -0.06
C 39.293254 -28.157357 7.078066 -4.59 -5.47 3.29 -0.30
N 39.960608 -27.384873 6.667976 4.22 4.79 -2.74 0.13
H 37.448789 -29.102279 7.138610 -0.33 0.26 0.54 0.08
H 38.245502 -28.750493 8.781037 -0.44 -0.18 -0.17 0.08
H 38.686602 -30.134077 7.721824 0.40 0.19 0.14 0.07
C 30.267041 -33.711938 5.083474 -0.61 0.38 0.05 -0.08
C 29.198644 -34.602697 5.519688 -3.15 -3.08 1.06 -0.28
N 28.329973 -35.331536 5.869027 3.21 2.73 -1.25 0.11
H 31.166595 -33.904440 5.668149 -0.01 0.16 -0.23 0.08
H 29.874292 -32.709387 5.252930 0.39 0.20 0.24 0.08
H 30.426855 -33.760842 4.006362 0.18 -0.39 0.12 0.08
C 32.070431 -14.617767 3.029394 0.08 -1.32 -0.74 -0.09
C 32.586025 -14.279838 1.692471 1.51 2.15 -4.18 -0.26
N 32.984849 -13.983375 0.605350 -1.75 -1.33 4.80 0.12
H 32.170001 -13.910426 3.852706 0.20 0.20 -0.52 0.08
H 32.602103 -15.543181 3.250862 0.12 0.01 0.53 0.08
H 31.038438 -14.949126 2.914046 -0.14 0.32 0.08 0.08
C 26.048280 -25.259988 0.391723 -0.55 -0.16 -0.08 -0.07
C 27.234349 -24.642765 -0.128073 0.64 0.63 -0.24 -0.30
N 28.218067 -24.159806 -0.464626 0.13 -0.01 -0.12 0.13
H 25.133683 -24.780524 0.042849 0.15 0.20 -0.03 0.08
H 26.100930 -25.163775 1.476196 -0.18 -0.48 -0.01 0.09
H 26.027486 -26.279197 0.005864 -0.08 -0.16 0.53 0.09
C 32.276828 -15.545641 10.704492 1.10 0.97 0.35 -0.06
C 33.579541 -15.222227 10.035944 -4.74 -1.40 2.32 -0.28
N 34.552172 -15.036530 9.519255 3.66 0.84 -1.89 0.13
H 32.455099 -16.086102 11.634131 0.14 -0.65 -0.41 0.07
H 31.567524 -16.025712 10.030322 0.19 0.05 0.19 0.08
H 31.894788 -14.615214 11.124562 -0.36 0.19 -0.55 0.07
Cl 25.589759 -17.028477 2.927550 0.16 -0.11 0.36 0.55
C 24.098809 -17.824600 2.366737 0.39 0.45 -1.18 -0.70
C 24.404904 -19.154514 1.745324 0.26 -1.01 1.33 -0.68
Cl 22.841049 -19.907696 1.371687 -0.41 -0.15 -0.63 0.55
H 23.791469 -17.192066 1.533936 -0.72 0.20 0.53 0.06
H 23.386300 -17.959477 3.180515 0.09 0.41 -0.20 0.07
H 24.766986 -19.810377 2.537038 0.54 0.03 -0.26 0.06
H 25.087878 -19.157460 0.895829 -0.30 0.16 0.04 0.09
Cl 35.213204 -31.616182 2.221305 -0.33 0.00 -0.22 0.50
C 34.949102 -30.879326 0.592787 0.44 0.52 0.96 -0.64
C 33.631079 -31.182539 -0.044464 -0.68 0.47 -0.57 -0.72
Cl 33.432079 -32.819763 -0.547638 0.25 -2.03 -0.59 0.58
H 35.837112 -31.184456 0.039227 -0.47 -0.11 -0.38 0.07
H 35.020605 -29.803278 0.751235 -0.04 -0.02 0.01 0.07
H 33.539111 -30.604906 -0.964241 0.17 0.30 0.12 0.07
H 32.691903 -31.058471 0.494657 0.65 0.88 0.69 0.07
```
Positions in Å, forces in eV/Å.

The net charge is -1. The HOMO-LUMO gap comes out at 2.40 eV. For the HOMO energy, the calculation gives -0.312 Ha. For the total energy, the calculation gives -152877.950 eV.

---

Q: net charge of number 1 (C20H29AuN4O3S2)?
A: +2

---

Q: The lowest total energy belongs to which entry?
A: C20H29B2BeCl4F14N8O4S2